<1>
Formula: CH6S3
Source: the OMol25 dataset
Level of theory: ωB97M-V/def2-TZVPD

```
! wB97M-V def2-TZVPD RIJCOSX def2/J DEFGRID3
* xyz 0 1
S 2.111 1.996 -1.143
H 3.061 1.129 -0.784
H 2.798 2.545 -2.151
C -1.553 -0.451 1.396
S -0.097 -0.302 0.366
S -0.106 -2.025 -0.741
H -1.927 -1.468 1.475
H -2.366 0.197 1.051
H -1.337 -0.096 2.404
H -0.586 -1.525 -1.872
*
```

Results
Molecular weight   114.260 g/mol
SMILES   CSS.S
Gap between HOMO and LUMO   9.60 eV



<2>
Formula: CH6S3
Source: the OMol25 dataset
Level of theory: ωB97M-V/def2-TZVPD

```
! wB97M-V def2-TZVPD RIJCOSX def2/J DEFGRID3
* xyz 0 1
S -1.301 -0.902 1.195
S -1.856 -0.382 -0.757
H -0.165 -0.157 1.358
H -1.961 -1.702 -1.068
C 1.751 1.363 -1.275
S 2.166 0.655 0.364
H 1.061 2.187 -1.084
H 2.462 1.729 -2.016
H 1.167 0.603 -1.794
H 2.920 -0.304 -0.124
*
```

Results
Molecular weight   114.260 g/mol
SMILES   CS.SS
Gap between HOMO and LUMO   9.07 eV



What should be chosen as the least stable of them? Choose <2>.



<1>
Formula: C4H4O3
Source: the OMol25 dataset
Level of theory: ωB97M-V/def2-TZVPD

```
! wB97M-V def2-TZVPD RIJCOSX def2/J DEFGRID3
* xyz 0 1
C 2.659 -0.169 -0.128
C 1.717 0.877 -0.265
C 1.321 -0.633 -0.522
C -2.791 -0.584 0.109
O 3.823 -0.318 -0.080
O 0.643 0.208 0.562
O -1.939 0.215 -0.083
H 1.547 1.908 -0.690
H -2.743 -1.318 0.967
H -3.861 -0.359 -0.166
H -0.375 0.173 0.295
*
```

Results
Molecular weight   100.073 g/mol
Gap between HOMO and LUMO   7.58 eV



<2>
Formula: C4H4O3
Source: the OMol25 dataset
Level of theory: ωB97M-V/def2-TZVPD

```
! wB97M-V def2-TZVPD RIJCOSX def2/J DEFGRID3
* xyz 0 1
C 1.253 -0.961 1.728
C -0.004 -0.686 0.930
C 0.239 0.133 -0.333
C -0.969 0.736 -1.154
H 1.125 -1.247 2.765
H 1.695 0.081 1.760
H 1.842 -1.704 1.206
H -1.778 0.049 -1.057
O -1.137 -1.061 1.219
O 1.285 0.250 -0.910
O -0.898 1.747 -1.773
*
```

Results
Molecular weight   100.073 g/mol
SMILES   CC(=O)C(=O)C=O
Gap between HOMO and LUMO   8.40 eV



What should be chosen as the least stable of them? Choose <1>.



<1>
Formula: C3H7N2S
Source: the OMol25 dataset
Level of theory: ωB97M-V/def2-TZVPD

```
! wB97M-V def2-TZVPD RIJCOSX def2/J DEFGRID3
* xyz 1 1
C -0.620 0.336 0.048
C -2.001 -1.159 0.018
C 1.968 0.763 0.103
N -0.621 -0.960 -0.324
N 0.655 1.289 -0.236
S -2.184 0.631 0.540
H -2.473 -1.408 -0.975
H -2.307 -1.874 0.835
H 2.176 0.328 1.055
H 2.019 0.002 -0.695
H 2.767 1.397 -0.227
H 0.104 -1.621 -0.074
H 0.518 2.277 -0.067
*
```

Results
Molecular weight   103.170 g/mol
Gap between HOMO and LUMO   9.64 eV



<2>
Formula: C3H7N2S
Source: the OMol25 dataset
Level of theory: ωB97M-V/def2-TZVPD

```
! wB97M-V def2-TZVPD RIJCOSX def2/J DEFGRID3
* xyz 1 1
C 0.486 0.899 0.489
C -1.036 -1.743 -1.098
C 0.209 -0.970 -1.195
N 1.411 1.816 0.475
N -0.600 0.878 1.338
S 0.481 -2.398 -0.297
H -1.882 -1.560 -0.352
H -1.404 -2.238 -2.047
H 0.568 -0.308 -1.906
H 2.232 1.637 -0.011
H 1.332 2.604 1.150
H -1.076 -0.095 1.286
H -0.721 1.481 2.168
*
```

Results
Molecular weight   103.170 g/mol
Gap between HOMO and LUMO (alpha / beta)   8.10 / 8.10 eV



<3>
Formula: C3H7N2S
Source: the OMol25 dataset
Level of theory: ωB97M-V/def2-TZVPD

```
! wB97M-V def2-TZVPD RIJCOSX def2/J DEFGRID3
* xyz 1 1
C 0.174 -0.752 0.487
C -2.252 -0.121 0.019
C -1.400 1.092 -0.014
N 0.875 -1.638 -0.250
N 0.055 0.615 -0.153
S -3.768 -0.496 -0.062
H 0.325 -0.700 1.530
H -1.647 1.400 0.985
H -1.634 1.949 -0.762
H 1.691 -2.237 0.114
H 0.401 -1.783 -1.137
H 0.773 1.276 0.408
H 0.364 0.537 -1.220
*
```

Results
Molecular weight   103.170 g/mol
Gap between HOMO and LUMO (alpha / beta)   7.72 / 7.50 eV



<4>
Formula: C3H7N2S
Source: the OMol25 dataset
Level of theory: ωB97M-V/def2-TZVPD

```
! wB97M-V def2-TZVPD RIJCOSX def2/J DEFGRID3
* xyz 1 1
C -1.168 -1.576 0.791
C -0.154 -0.631 0.879
C -2.085 -1.284 -0.202
N -1.812 -0.220 -0.912
N 1.573 1.578 0.117
S -0.336 0.634 -0.335
H -1.238 -2.324 1.553
H 0.567 -0.505 1.686
H -3.002 -1.849 -0.121
H -2.240 0.338 -1.587
H 1.367 2.395 -0.513
H 2.205 0.931 -0.312
H 1.914 1.821 0.976
*
```

Results
Molecular weight   103.170 g/mol
Gap between HOMO and LUMO   9.77 eV



What should be chosen as the least stable of them? Choose <3>.



<1>
Formula: C4H4F2
Source: the OMol25 dataset
Level of theory: ωB97M-V/def2-TZVPD

```
! wB97M-V def2-TZVPD RIJCOSX def2/J DEFGRID3
* xyz 0 1
C -1.895 -0.618 0.101
C -0.773 0.126 0.185
C 2.084 0.961 0.298
C 0.533 -0.320 0.020
F 3.236 0.335 -0.029
F 0.858 -1.590 0.127
H -2.783 -0.003 -0.070
H -1.991 -1.683 -0.118
H -1.002 1.178 -0.010
H 1.732 1.613 -0.505
*
```

Results
Molecular weight   90.072 g/mol
Gap between HOMO and LUMO (alpha / beta)   8.97 / 7.01 eV



<2>
Formula: C4H4F2
Source: the OMol25 dataset
Level of theory: ωB97M-V/def2-TZVPD

```
! wB97M-V def2-TZVPD RIJCOSX def2/J DEFGRID3
* xyz 0 1
C -0.090 0.232 -0.521
C -0.798 0.289 -1.596
C 0.438 0.678 0.744
C 0.288 -0.857 0.826
F 1.374 -1.635 0.685
F -0.681 -1.445 1.431
H -1.155 -0.694 -2.028
H -0.943 1.241 -1.905
H 1.580 0.813 0.788
H -0.012 1.378 1.577
*
```

Results
Molecular weight   90.072 g/mol
SMILES   C=C1CC1(F)F
Gap between HOMO and LUMO   9.63 eV



What should be chosen as the least stable of them? Choose <1>.



<1>
Formula: C3H2S2
Source: the OMol25 dataset
Level of theory: ωB97M-V/def2-TZVPD

```
! wB97M-V def2-TZVPD RIJCOSX def2/J DEFGRID3
* xyz 0 1
C -0.724 -0.075 -0.062
C 0.565 -0.648 -0.091
C 1.796 -0.854 -0.133
H -1.696 1.872 0.599
H 2.858 -0.996 -0.005
S -0.620 1.597 -0.174
S -2.179 -0.896 -0.135
*
```

Results
Molecular weight   102.183 g/mol
SMILES   C#CC(=S)S
Gap between HOMO and LUMO   7.56 eV



<2>
Formula: C3H2S2
Source: the OMol25 dataset
Level of theory: ωB97M-V/def2-TZVPD

```
! wB97M-V def2-TZVPD RIJCOSX def2/J DEFGRID3
* xyz 0 1
C 1.034 0.955 0.004
C -0.225 -1.711 0.005
C -0.160 1.188 0.016
S -1.812 1.168 0.021
S -1.675 -1.199 -0.093
H 2.046 0.822 -0.252
H 0.793 -1.222 0.300
*
```

Results
Molecular weight   102.183 g/mol
Gap between HOMO and LUMO   8.24 eV



<3>
Formula: C3H2S2
Source: the OMol25 dataset
Level of theory: ωB97M-V/def2-TZVPD

```
! wB97M-V def2-TZVPD RIJCOSX def2/J DEFGRID3
* xyz 0 1
C 0.775 0.275 0.398
C 0.213 0.068 -0.948
C 1.993 0.822 0.041
S 3.288 1.523 0.629
S 1.495 0.572 -1.934
H 0.357 0.088 1.364
H -0.757 -0.251 -1.280
*
```

Results
Molecular weight   102.183 g/mol
SMILES   S=C1C=CS1
Gap between HOMO and LUMO   7.42 eV



What should be chosen as the least stable of them? Choose <2>.



<1>
Formula: C3H3OS2
Source: the OMol25 dataset
Level of theory: ωB97M-V/def2-TZVPD

```
! wB97M-V def2-TZVPD RIJCOSX def2/J DEFGRID3
* xyz -1 1
C 0.282 0.480 0.180
C 1.236 -0.634 0.418
C -1.119 0.124 -0.213
O 1.529 -1.170 1.464
S 0.746 2.057 0.242
S 1.746 -1.003 -1.167
H -1.320 -0.931 -0.032
H -1.291 0.343 -1.267
H -1.808 0.734 0.374
*
```

Results
Molecular weight   119.190 g/mol
SMILES   CC(=S)C([O-])=S
Gap between HOMO and LUMO   7.27 eV



<2>
Formula: C3H3OS2
Source: the OMol25 dataset
Level of theory: ωB97M-V/def2-TZVPD

```
! wB97M-V def2-TZVPD RIJCOSX def2/J DEFGRID3
* xyz -1 1
C 1.095 -0.146 0.831
C 1.145 -0.999 -0.274
C -2.031 1.079 -0.397
O -2.094 0.411 0.557
S -1.944 2.099 -1.576
S 0.047 -0.916 -1.669
H 1.765 -0.154 1.670
H 0.352 0.568 0.981
H 1.666 -1.942 -0.122
*
```

Results
Molecular weight   119.190 g/mol
Gap between HOMO and LUMO   5.64 eV



What should be chosen as the least stable of them? Choose <2>.